Entry from OMol25: a 9-piece molecular cluster, C42H88BrClO31P4 overall at a distorted geometry (wB97M-V/def2-TZVPD).

Bonds (Å) are listed after each position.
Geometry (Å):
1 C 7.07404 -0.03538 3.35674  C2 1.494, H24 1.079, H25 1.086, H26 1.082
2 C 7.45020 -0.16652 1.91715  C1 1.494, O3 1.165, O4 1.353
3 O 6.67612 0.02671 1.06795  C2 1.165
4 O 8.73045 -0.52068 1.66174  C2 1.353, C5 1.435
5 C 9.40628 0.32690 0.72098  O4 1.435, C6 1.519, H27 1.081, H28 1.085
6 C 9.81097 -0.46071 -0.51345  C5 1.519, C7 1.538, H29 1.089, H30 1.086
7 C 8.59217 -1.07731 -1.21936  C6 1.538, C8 1.530, H31 1.081, H32 1.084
8 C 8.99874 -1.52290 -2.62594  C7 1.530, C9 1.544, H33 1.087, H34 1.089
9 C 8.08325 -2.61746 -3.21575  C8 1.544, C10 1.527, H35 1.084, H36 1.083
10 C 7.03429 -2.08542 -4.19030  C9 1.527, C11 1.526, H37 1.088, H38 1.088
11 C 6.29378 -0.88728 -3.60436  C10 1.526, C12 1.528, H39 1.084, H40 1.088
12 C 4.97513 -0.56455 -4.30617  C11 1.528, P13 1.883, H41 1.081, H42 1.091
13 P 3.81613 0.24510 -3.06264  C12 1.883, P14 2.293, P17 2.311, P20 2.242, H43 1.427
14 P 3.39438 -1.87992 -2.31217  P13 2.293, O15 1.664, Cl16 2.092
15 O 2.77276 -1.70131 -0.77943  P14 1.664, H44 0.968
16 Cl 1.86866 -2.71369 -3.47510  P14 2.092
17 P 4.34129 2.33164 -3.90698  P13 2.311, O18 1.670, Br19 2.244
18 O 5.97940 2.27896 -4.22642  P17 1.670, H45 0.967
19 Br 3.49307 2.40837 -5.98254  P17 2.244
20 P 1.65032 0.75187 -3.34130  P13 2.242, O21 1.454, O22 1.628, O23 1.628
21 O 1.10635 0.32782 -4.62090  P20 1.454
22 O 1.48846 2.36578 -3.19594  P20 1.628, H46 0.969
23 O 0.77736 0.14804 -2.10638  P20 1.628, H47 0.970
24 H 6.20044 0.59283 3.43871  C1 1.079
25 H 6.84197 -1.01123 3.77286  C1 1.086
26 H 7.88578 0.38603 3.93446  C1 1.082
27 H 8.81358 1.18760 0.44336  C5 1.081
28 H 10.32072 0.68087 1.18527  C5 1.085
29 H 10.45549 -1.26521 -0.16367  C6 1.089
30 H 10.33669 0.16233 -1.23092  C6 1.086
31 H 8.25377 -1.91497 -0.62500  C7 1.081
32 H 7.85805 -0.28243 -1.28973  C7 1.084
33 H 9.12717 -0.67576 -3.29467  C8 1.087
34 H 9.98282 -1.97533 -2.50964  C8 1.089
35 H 8.71943 -3.30274 -3.76431  C9 1.084
36 H 7.62606 -3.14225 -2.38543  C9 1.083
37 H 6.37541 -2.91376 -4.44214  C10 1.088
38 H 7.53744 -1.79328 -5.10941  C10 1.088
39 H 6.98066 -0.04931 -3.60538  C11 1.084
40 H 6.12073 -1.11917 -2.55557  C11 1.088
41 H 5.09353 0.02217 -5.20629  C12 1.081
42 H 4.49338 -1.49190 -4.61806  C12 1.091
43 H 4.37518 0.60855 -1.80058  P13 1.427
44 H 2.44776 -2.58369 -0.54977  O15 0.968
45 H 6.46597 2.35345 -3.39458  O18 0.967
46 H 0.69119 2.57560 -2.68612  O22 0.969
47 H 0.84499 0.81162 -1.40172  O23 0.970
48 C -1.79734 -0.38943 -4.41012  C49 1.512, H55 1.089, H56 1.083, H57 1.091
49 C -3.07975 0.23262 -4.91519  C48 1.512, O50 1.440, H58 1.088, H59 1.089
50 O -3.83614 -0.68147 -5.73096  C49 1.440, C51 1.329
51 C -4.50575 -1.62011 -5.06984  O50 1.329, O52 1.204, O53 1.338
52 O -4.55259 -1.76062 -3.87465  C51 1.204
53 O -5.12408 -2.39591 -5.96807  C51 1.338, C54 1.429
54 C -5.81693 -3.51032 -5.40327  O53 1.429, H60 1.088, H61 1.089, H62 1.087
55 H -1.20590 -0.78408 -5.23457  C48 1.089
56 H -1.20118 0.34031 -3.87698  C48 1.083
57 H -2.00819 -1.22236 -3.73790  C48 1.091
58 H -2.84408 1.08323 -5.55191  C49 1.088
59 H -3.69693 0.60271 -4.09801  C49 1.089
60 H -6.50962 -3.19058 -4.62756  C54 1.088
61 H -5.10507 -4.23048 -5.00239  C54 1.089
62 H -6.37818 -3.97718 -6.20820  C54 1.087
63 C 1.26250 -0.29938 1.49798  C64 1.514, H70 1.090, H71 1.087, H72 1.090
64 C -0.18169 -0.00124 1.15502  C63 1.514, O65 1.436, H73 1.090, H74 1.092
65 O -1.08891 -0.58343 2.10371  C64 1.436, C66 1.330
66 C -1.19738 0.06341 3.26053  O65 1.330, O67 1.206, O68 1.336
67 O -0.62593 1.08169 3.56041  C66 1.206
68 O -2.04230 -0.61960 4.03723  C66 1.336, C69 1.429
69 C -2.19146 -0.08962 5.35643  O68 1.429, H75 1.088, H76 1.089, H77 1.087
70 H 1.41191 -1.37361 1.60354  C63 1.090
71 H 1.92410 0.07267 0.71923  C63 1.087
72 H 1.55086 0.16065 2.44321  C63 1.090
73 H -0.42769 -0.44950 0.19288  C64 1.090
74 H -0.36493 1.07167 1.07260  C64 1.092
75 H -2.46434 0.96311 5.32804  C69 1.088
76 H -1.27207 -0.22983 5.92339  C69 1.089
77 H -2.99102 -0.64815 5.83587  C69 1.087
78 C -3.13391 6.71606 -3.01659  C79 1.514, H85 1.091, H86 1.090, H87 1.089
79 C -2.92205 5.93410 -1.73735  C78 1.514, O80 1.435, H88 1.089, H89 1.090
80 O -4.07032 5.14222 -1.40178  C79 1.435, C81 1.333
81 C -4.22606 4.02298 -2.10926  O80 1.333, O82 1.205, O83 1.333
82 O -3.48885 3.61871 -2.97299  C81 1.205
83 O -5.34375 3.42502 -1.69642  C81 1.333, C84 1.430
84 C -5.68977 2.25010 -2.43414  O83 1.430, H90 1.087, H91 1.090, H92 1.086
85 H -4.04383 7.31406 -2.95069  C78 1.091
86 H -2.28776 7.37711 -3.20412  C78 1.090
87 H -3.24409 6.04987 -3.87122  C78 1.089
88 H -2.78166 6.62117 -0.90440  C79 1.089
89 H -2.03376 5.30448 -1.79449  C79 1.090
90 H -4.86179 1.54578 -2.46096  C84 1.087
91 H -5.99377 2.51796 -3.44564  C84 1.090
92 H -6.52911 1.78391 -1.92621  C84 1.086
93 C 16.38204 2.70909 3.13317  C94 1.514, H100 1.091, H101 1.090, H102 1.089
94 C 15.09075 3.28823 2.59471  C93 1.514, O95 1.435, H103 1.088, H104 1.090
95 O 14.34674 2.31847 1.84204  C94 1.435, C96 1.332
96 C 13.68888 1.41236 2.56345  O95 1.332, O97 1.203, O98 1.337
97 O 13.64925 1.34835 3.76435  C96 1.203
98 O 13.07908 0.57487 1.71858  C96 1.337, C99 1.429
99 C 12.40073 -0.50991 2.35433  O98 1.429, H105 1.088, H106 1.089, H107 1.086
100 H 16.97029 2.27291 2.32461  C93 1.091
101 H 16.97203 3.48364 3.62296  C93 1.090
102 H 16.18704 1.91826 3.85633  C93 1.089
103 H 15.31123 4.09708 1.90047  C94 1.088
104 H 14.47252 3.70119 3.39176  C94 1.090
105 H 11.70326 -0.15044 3.10840  C99 1.088
106 H 13.12074 -1.19473 2.80014  C99 1.089
107 H 11.84350 -1.03847 1.58717  C99 1.086
108 C -10.94678 2.87743 -5.59776  C109 1.514, H115 1.091, H116 1.090, H117 1.089
109 C -10.82119 2.61250 -7.08359  C108 1.514, O110 1.434, H118 1.089, H119 1.090
110 O -9.45917 2.38302 -7.46848  C109 1.434, C111 1.334
111 C -8.97242 1.17728 -7.16889  O110 1.334, O112 1.204, O113 1.333
112 O -9.57323 0.28250 -6.63135  C111 1.204
113 O -7.69895 1.13642 -7.56047  C111 1.333, C114 1.431
114 C -7.01644 -0.07455 -7.22131  O113 1.431, H120 1.088, H121 1.089, H122 1.086
115 H -10.28901 3.69533 -5.29979  C108 1.091
116 H -11.97404 3.13741 -5.34192  C108 1.090
117 H -10.66015 2.00160 -5.01696  C108 1.089
118 H -11.14411 3.48931 -7.64229  C109 1.089
119 H -11.44719 1.77683 -7.39656  C109 1.090
120 H -7.55658 -0.94588 -7.58500  C114 1.088
121 H -6.87931 -0.13622 -6.14267  C114 1.089
122 H -6.04093 -0.04265 -7.69699  C114 1.086
123 C -2.21204 7.74210 1.77843  C124 1.515, H130 1.091, H131 1.090, H132 1.090
124 C -2.37429 7.85189 3.28052  C123 1.515, O125 1.434, H133 1.089, H134 1.090
125 O -2.55467 6.56682 3.88961  C124 1.434, C126 1.335
126 C -1.44861 5.83099 4.02079  O125 1.335, O127 1.205, O128 1.332
127 O -0.33598 6.15736 3.69439  C126 1.205
128 O -1.79104 4.66482 4.56545  C126 1.332, C129 1.434
129 C -0.71400 3.72605 4.68447  O128 1.434, H135 1.089, H136 1.083, H137 1.082
130 H -3.04825 7.19140 1.34433  C123 1.091
131 H -2.16678 8.73317 1.32624  C123 1.090
132 H -1.29979 7.20527 1.52033  C123 1.090
133 H -3.27364 8.41973 3.51257  C124 1.089
134 H -1.53248 8.37143 3.73838  C124 1.090
135 H 0.12893 4.16262 5.21845  C129 1.089
136 H -0.40629 3.38600 3.70305  C129 1.083
137 H -1.08555 2.87931 5.24713  C129 1.082
138 C -4.62300 -1.53520 1.87295  C139 1.514, H145 1.091, H146 1.089, H147 1.089
139 C -4.52241 -2.10500 3.27165  C138 1.514, O140 1.439, H148 1.086, H149 1.089
140 O -5.71692 -2.81840 3.63804  C139 1.439, C141 1.332
141 C -5.84890 -4.03223 3.10591  O140 1.332, O142 1.203, O143 1.338
142 O -5.06648 -4.58058 2.37518  C141 1.203
143 O -7.01724 -4.53791 3.51682  C141 1.338, C144 1.431
144 C -7.33616 -5.80911 2.94332  O143 1.431, H150 1.088, H151 1.089, H152 1.087
145 H -5.52142 -0.92320 1.77468  C138 1.091
146 H -3.74920 -0.92480 1.64790  C138 1.089
147 H -4.68809 -2.32805 1.12876  C138 1.089
148 H -4.42608 -1.29517 3.98858  C139 1.086
149 H -3.64854 -2.74504 3.38233  C139 1.089
150 H -6.52991 -6.52267 3.09687  C144 1.088
151 H -7.54751 -5.69760 1.88082  C144 1.089
152 H -8.22868 -6.17264 3.44544  C144 1.087
153 C -8.12117 -9.73978 9.16900  C154 1.514, H160 1.091, H161 1.090, H162 1.089
154 C -9.41846 -9.15391 8.65210  C153 1.514, O155 1.434, H163 1.089, H164 1.090
155 O -9.36342 -7.72239 8.58044  C154 1.434, C156 1.333
156 C -8.67889 -7.22391 7.55057  O155 1.333, O157 1.205, O158 1.333
157 O -8.13177 -7.85966 6.68574  C156 1.205
158 O -8.69866 -5.89404 7.64456  C156 1.333, C159 1.430
159 C -7.92245 -5.22506 6.64683  O158 1.430, H165 1.085, H166 1.089, H167 1.086
160 H -7.85330 -9.28761 10.12501  C153 1.091
161 H -8.21522 -10.81777 9.30054  C153 1.090
162 H -7.30092 -9.54914 8.47816  C153 1.089
163 H -10.22776 -9.38572 9.34230  C154 1.089
164 H -9.68797 -9.56962 7.68118  C154 1.090
165 H -8.20542 -5.54478 5.64927  C159 1.085
166 H -6.86148 -5.40504 6.81585  C159 1.089
167 H -8.11793 -4.16093 6.74136  C159 1.086

The calculation puts the total energy at -8385.37704 Ha. Its SMILES is CC(=O)OCCCCCCCC[PH](P(O)Cl)(P(O)Br)P(=O)(O)O.CCOC(=O)OC.CCOC(=O)OC.CCOC(=O)OC.CCOC(=O)OC.CCOC(=O)OC.CCOC(=O)OC.CCOC(=O)OC.CCOC(=O)OC. Its LUMO energy is -0.12 eV. The molar mass comes out at 1328.4 g/mol. Its multiplicity is 1. As for the HOMO-LUMO gap: 7.1 eV. As for the HOMO energy: -7.2 eV.

Atom charges from the Mulliken analysis, given in e for atoms 1 to 99:
1 C -1.171
2 C 0.695
3 O -0.477
4 O -0.284
5 C -0.742
6 C -0.929
7 C -0.043
8 C -0.807
9 C -1.073
10 C -0.898
11 C 0.412
12 C -1.364
13 P -0.008
14 P 0.078
15 O -0.266
16 Cl -0.260
17 P -0.104
18 O -0.439
19 Br -0.153
20 P 0.600
21 O -0.482
22 O -0.384
23 O -0.088
24 H 0.348
25 H 0.285
26 H 0.335
27 H 0.462
28 H 0.523
29 H 0.308
30 H 0.295
31 H 0.241
32 H 0.234
33 H 0.396
34 H 0.533
35 H 0.378
36 H 0.437
37 H 0.385
38 H 0.289
39 H 0.250
40 H 0.092
41 H 0.631
42 H 0.598
43 H 0.045
44 H 0.323
45 H 0.340
46 H 0.267
47 H 0.185
48 C -0.820
49 C 0.240
50 O -0.361
51 C 0.767
52 O -0.564
53 O -0.328
54 C -0.732
55 H 0.324
56 H 0.017
57 H 0.339
58 H 0.422
59 H -0.171
60 H 0.309
61 H 0.319
62 H 0.242
63 C -0.884
64 C -0.272
65 O -0.341
66 C 0.664
67 O -0.538
68 O -0.247
69 C -0.750
70 H 0.263
71 H 0.162
72 H 0.375
73 H 0.326
74 H 0.371
75 H 0.305
76 H 0.342
77 H 0.248
78 C -1.236
79 C 0.344
80 O -0.377
81 C 0.795
82 O -0.572
83 O -0.353
84 C -0.566
85 H 0.313
86 H 0.377
87 H 0.318
88 H -0.085
89 H 0.266
90 H 0.164
91 H 0.306
92 H 0.299
93 C -1.100
94 C -0.185
95 O -0.364
96 C 0.793
97 O -0.559
98 O -0.331
99 C -0.536